Record 1
The following is a DFT calculation (ωB97M-V with the def2-TZVPD basis set) of one molecule with the formula C5H8N2O.

```
16
Properties=species:S:1:pos:R:3:lowdin_charge:R:1
O -1.133 0.617 -2.023 -0.18
N -0.446 -0.855 0.131 0.07
N 1.069 -0.402 1.810 0.08
C -0.505 -1.832 1.035 -0.18
C 0.137 1.177 -1.497 -0.28
C 0.423 1.332 -0.079 -0.19
C 0.447 0.084 0.672 -0.34
C 0.440 -1.673 2.038 -0.14
H 0.921 0.444 -1.932 0.16
H -0.051 2.213 0.497 0.15
H -1.015 -2.810 0.757 0.12
H 0.932 -2.486 2.651 0.11
H 0.192 2.165 -2.028 0.13
H 1.559 1.673 -0.117 0.17
H -1.965 0.853 -1.258 0.22
H -1.005 -0.501 -0.657 0.10
```

The value obtained for the molecular weight is 112.1 g/mol. As for the SMILES: OCCc1ncc[nH]1. The calculation puts the LUMO energy at 0.39 eV. For the energy above the lowest of the compared OMol25 structures with the same formula, charge and spin, the calculation gives 62.5 kcal per mole. For the electronic energy, the calculation gives -10340.0173 eV. Its net charge is 0.

Record 2
The following is a DFT calculation (ωB97M-V with the def2-TZVPD basis set) of C8H19NO as an isolated structure.

```
29
Properties=species:S:1:pos:R:3:lowdin_charge:R:1
O 1.618 1.570 2.129 -0.02
N -2.130 -0.353 -0.819 0.06
C 1.548 -0.953 -0.066 -0.05
C 0.324 1.350 1.705 -0.22
C -0.165 -0.031 1.614 -0.11
C -0.215 -0.338 -2.319 -0.07
C 0.201 2.356 -0.234 -0.06
C -0.702 -0.187 -0.898 -0.46
C 0.044 -0.866 0.210 -0.49
C -0.491 -2.274 0.506 -0.05
H -0.329 2.096 2.135 0.12
H -0.790 0.313 -2.984 0.08
H 2.189 0.865 1.803 0.09
H -1.237 -0.043 1.822 0.11
H 0.401 2.394 -1.310 0.04
H -0.663 2.964 0.025 0.03
H -0.337 -1.364 -2.682 0.08
H 0.070 -2.731 1.325 0.08
H -0.366 1.089 -0.596 0.07
H 1.095 2.870 0.114 0.03
H -0.390 -2.903 -0.379 0.09
H 0.833 -0.063 -2.423 0.07
H 2.069 -1.321 0.822 0.09
H -2.499 -0.106 0.092 0.07
H 1.760 -1.642 -0.884 0.09
H 1.975 0.016 -0.328 0.08
H -2.605 0.207 -1.517 0.07
H -1.545 -2.256 0.778 0.07
H 0.338 -0.658 2.359 0.12
```

The value obtained for the molecular weight is 145.2 g/mol. The calculation puts the LUMO energy at 0.71 eV. For the energy above the lowest of the compared OMol25 structures with the same formula, charge and spin, the calculation gives 112.0 kcal per mole. For the electronic energy, the calculation gives -12137.7544 eV. Its net charge is 0.

Record 3
The following is a DFT calculation (ωB97M-V with the def2-TZVPD basis set) of one molecule with the formula C3H3NO3.

```
10
Properties=species:S:1:pos:R:3:lowdin_charge:R:1
O 1.119 1.154 -0.008 0.13
O -2.058 -0.605 -0.118 0.02
O -0.956 1.981 -0.125 0.12
N -0.605 -0.285 0.113 -0.04
C 0.482 -1.093 -0.107 -0.03
C 1.485 -0.225 -0.074 -0.05
C -0.188 1.088 0.065 -0.54
H 2.560 -0.180 -0.123 0.12
H 0.504 -2.136 0.052 0.12
H -2.344 0.300 0.326 0.15
```

The value obtained for the molecular weight is 101.1 g/mol. As for the SMILES: O=c1occn1O. The calculation puts the LUMO energy at 0.75 eV. For the energy above the lowest of the compared OMol25 structures with the same formula, charge and spin, the calculation gives 83.2 kcal per mole. For the electronic energy, the calculation gives -10789.0914 eV. Its net charge is 0.

Record 4
The following is a DFT calculation (ωB97M-V with the def2-TZVPD basis set) of C29H40PW as an isolated structure.

```
71
Properties=species:S:1:pos:R:3:lowdin_charge:R:1
W -0.216 -0.348 -0.281 1.47
P -0.506 0.334 2.126 0.84
C 1.856 2.990 -3.787 -0.11
C -3.649 0.093 -2.729 -0.05
C 0.611 2.927 -1.706 -0.07
C 1.477 0.050 4.149 -0.10
C 1.107 0.666 2.942 -0.39
C -0.240 -2.545 0.014 -0.32
C 1.060 -1.080 -3.212 0.00
C -3.934 0.851 -1.452 -0.34
C 0.614 3.044 -3.123 -0.13
C -1.453 1.791 2.640 -0.22
C -0.371 -2.262 -1.389 -0.32
C 1.010 -1.991 0.464 -0.34
C -2.495 -0.606 -0.132 -0.27
C 2.726 0.318 4.710 -0.06
C 0.776 -1.502 -1.808 -0.33
C -1.080 -3.530 0.772 0.00
C 3.172 1.927 2.955 -0.06
C -1.372 -2.899 -2.305 -0.01
C 1.734 -2.327 1.732 0.00
C 1.958 1.615 2.345 -0.10
C 3.040 -0.851 -0.621 -0.03
C 2.585 1.859 -1.779 -0.20
C 1.645 -1.356 -0.661 -0.34
C -1.262 -0.961 3.194 -0.23
C -3.543 0.410 -0.232 -0.17
C 2.914 2.556 -2.988 -0.12
C 1.271 1.593 -1.337 -0.12
C -4.330 2.291 -1.545 -0.07
C 3.565 1.269 4.125 -0.06
H -2.316 -3.134 -1.795 0.08
H -2.595 -0.218 -2.752 0.05
H -0.290 3.269 -3.698 0.11
H 2.545 -3.035 1.493 0.11
H 1.469 -0.066 -3.220 0.06
H -1.032 -3.369 1.858 0.07
H 3.297 -0.356 -1.565 0.08
H -3.798 2.872 -0.773 0.08
H -4.296 -0.774 -2.917 0.10
H 1.069 -2.805 2.462 0.08
H -2.512 1.664 2.377 0.04
H -3.777 0.755 -3.591 0.08
H 3.744 -1.680 -0.446 0.11
H -0.566 -1.792 3.365 0.03
H 2.187 -1.430 2.179 0.07
H -1.516 -0.489 4.154 0.07
H -1.351 1.881 3.732 0.07
H -2.780 -1.491 -0.727 0.04
H 3.026 -0.218 5.610 0.11
H 1.964 3.300 -4.831 0.11
H -1.053 2.690 2.156 0.06
H 1.776 -1.768 -3.690 0.11
H 3.816 2.687 2.507 0.11
H -2.353 -0.903 0.922 -0.02
H 1.662 2.115 1.416 0.09
H -0.697 -4.547 0.566 0.11
H -4.028 2.688 -2.516 0.08
H -2.184 -1.358 2.748 0.05
H -0.971 -3.853 -2.689 0.11
H -3.961 0.786 0.726 0.11
H -1.594 -2.260 -3.169 0.08
H 0.001 3.665 -1.204 0.09
H 3.402 1.490 -1.165 0.08
H 3.164 -0.132 0.204 0.09
H -2.137 -3.493 0.463 0.09
H 4.523 1.501 4.589 0.11
H -5.408 2.454 -1.438 0.09
H 3.954 2.755 -3.255 0.10
H 0.140 -1.076 -3.810 0.09
H 0.806 -0.655 4.645 0.10
```

The value obtained for the molecular weight is 603.5 g/mol. The calculation puts the LUMO energy (alpha / beta) at -4.17 / -4.14 eV. For the energy above the lowest of the compared OMol25 structures with the same formula, charge and spin, the calculation gives 122.6 kcal per mole. For the electronic energy, the calculation gives -41823.4013 eV. Its net charge is +1. Its spin multiplicity is 3. As for the expectation value of S²: 2.0607.

Record 5
The following is a DFT calculation (ωB97M-V with the def2-TZVPD basis set) of an isolated ion of composition CH3O3 and charge +1.

```
7
Properties=species:S:1:pos:R:3:lowdin_charge:R:1
O -2.658 0.044 -0.037 0.32
O -0.555 -0.445 0.263 0.07
O -1.509 0.341 -0.202 0.09
C 0.950 0.031 0.056 0.18
H 0.833 0.850 -0.674 0.13
H 1.377 -0.007 0.985 0.08
H 1.562 -0.813 -0.391 0.14
```

The value obtained for the molecular weight is 63.0 g/mol. The calculation puts the LUMO energy (alpha / beta) at -9.81 / -9.74 eV. For the energy above the lowest of the compared OMol25 structures with the same formula, charge and spin, the calculation gives 120.2 kcal per mole. For the electronic energy, the calculation gives -7210.6373 eV. Its net charge is +1.

Record 6
The following is a DFT calculation (ωB97M-V with the def2-TZVPD basis set) of a 2-piece molecular cluster, C4H12 overall.

```
16
Properties=species:S:1:pos:R:3:lowdin_charge:R:1
C -1.316 -1.667 -0.252 -0.02
C 1.227 2.432 1.114 -0.14
C -1.295 -1.502 -1.714 -0.02
C 1.472 0.969 0.766 -0.15
H -1.598 -0.835 0.391 0.12
H 0.278 2.770 0.708 0.06
H 1.982 3.190 0.920 0.08
H 0.489 0.481 0.679 0.04
H -2.049 -2.503 0.049 0.21
H 2.069 0.648 -0.090 0.07
H -0.399 -2.229 0.026 0.15
H -1.892 -0.659 -2.043 0.11
H -0.311 -1.654 -2.181 0.14
H 1.193 2.481 2.209 0.08
H 2.015 0.480 1.583 0.07
H -1.865 -2.402 -2.165 0.21
```

The value obtained for the molecular weight is 60.1 g/mol. The calculation puts the LUMO energy (alpha / beta) at -3.48 / -11.43 eV. For the energy above the lowest of the compared OMol25 structures with the same formula, charge and spin, the calculation gives 16.2 kcal per mole. For the electronic energy, the calculation gives -4330.5276 eV. Its net charge is +1. Its spin multiplicity is 2. As for the expectation value of S²: 0.7530.